Entry from the Open Molecules 2025 dataset: a cluster of 2 separate species, ClFN3 in total at a distorted geometry (ωB97M-V with the def2-TZVPD basis set).

Geometry as XYZ:
```
5
Properties=species:S:1:pos:R:3:forces:R:3
Cl -1.85667 0.73267 0.02804 0.272 -0.473 0.251
F -0.70238 -1.41111 0.18942 -0.315 0.951 -0.059
N -0.69051 -0.27344 -0.46268 -1.126 -0.953 -0.742
N 2.16099 0.56323 0.10510 0.428 0.086 -0.064
N 1.08856 0.38865 0.14011 0.740 0.390 0.613
```
Forces are in eV/Å.

Summary:
Orbital gap in eV: 9.2504
Calculated total energy in a.u.: -723.826045
HOMO energy in eV: -18.8386
Energy above the lowest of the compared OMol25 structures with the same formula, charge and spin in kcal/mol: 8.29
E_LUMO in Eh: -0.35236
F_max in Eh/bohr: 0.032
Net charge: +1

=====

Entry from the Open Molecules 2025 dataset: the molecule ClFOS at a distorted geometry (ωB97M-V with the def2-TZVPD basis set).

Geometry as XYZ:
```
4
Properties=species:S:1:pos:R:3:forces:R:3
Cl 1.62671 0.58711 -0.42203 -0.982 -0.681 0.378
S -0.12053 -0.57246 -0.15443 0.586 1.606 2.576
F -0.46898 0.06700 1.70246 0.507 -0.929 -3.619
O -1.03719 -0.08166 -1.12600 -0.111 0.004 0.665
```
Forces are in eV/Å.

Summary:
Orbital gap in eV: 10.3733
Calculated total energy in a.u.: -1033.433545
HOMO energy in eV: -12.0114
Energy above the lowest of the compared OMol25 structures with the same formula, charge and spin in kcal/mol: 24.06
E_LUMO in Eh: -0.06020
F_max in Eh/bohr: 0.073

=====

Entry from the Open Molecules 2025 dataset: a cluster of 2 separate species, ClFOS in total at a distorted geometry (ωB97M-V with the def2-TZVPD basis set).

Geometry as XYZ:
```
4
Properties=species:S:1:pos:R:3:forces:R:3
Cl 1.75816 -0.32443 1.55968 -1.114 0.535 -1.497
S 0.46601 -0.24930 -0.13225 0.751 -0.486 1.626
F -2.16376 2.15330 -1.24957 0.629 -0.578 0.335
O -0.06041 -1.57957 -0.17786 -0.266 0.529 -0.465
```
Forces are in eV/Å.

Summary:
Orbital gap (spin up / spin down) in eV: 3.8342 / 3.8689
Calculated total energy in a.u.: -1033.271046
HOMO energy (spin up / spin down) in eV: -9.1614 / -9.1768
Energy above the lowest of the compared OMol25 structures with the same formula, charge and spin in kcal/mol: 126.03
E_LUMO (spin up / spin down) in Eh: -0.19577 / -0.19506
F_max in Eh/bohr: 0.038

=====

Entry from the Open Molecules 2025 dataset: a structure of composition ClFe at a distorted geometry (ωB97M-V with the def2-TZVPD basis set).

Geometry as XYZ:
```
2
Properties=species:S:1:pos:R:3:forces:R:3
Fe -21.31877 -25.33321 18.36990 5.928 2.313 2.508
Cl -22.90150 -25.95042 17.70042 -5.928 -2.313 -2.508
```
Forces are in eV/Å.

Summary:
Orbital gap (spin up / spin down) in eV: 12.4514 / 10.2992
Calculated total energy in a.u.: -1722.902826
HOMO energy (spin up / spin down) in eV: -26.5232 / -27.1137
Energy above the lowest of the compared OMol25 structures with the same formula, charge and spin in kcal/mol: 13.70
⟨S²⟩: 8.766
E_LUMO (spin up / spin down) in Eh: -0.51713 / -0.61792
Spin multiplicity: 6
F_max in Eh/bohr: 0.133
Net charge: +2

=====

Entry from the Open Molecules 2025 dataset: a cluster of 7 separate species, ClH12O6 in total (ωB97M-V with the def2-TZVPD basis set).

Geometry as XYZ:
```
19
Properties=species:S:1:pos:R:3:forces:R:3
Cl 1.61960 -0.80671 21.87880 0.010 0.192 -0.220
O 2.97874 -3.84928 20.98881 0.037 -0.043 -0.023
O -0.66276 0.27906 24.05571 0.169 0.126 -0.113
O 1.81241 -2.81632 24.37309 0.199 -0.002 -0.302
O 3.42357 2.51708 21.60743 -0.020 -0.074 -0.068
O -1.59509 -0.97290 20.12191 0.103 0.034 -0.060
O 4.76826 -1.18246 22.38661 -0.040 -0.032 -0.187
H 0.08130 0.04155 23.46757 -0.196 -0.104 0.095
H -0.38571 1.10127 24.47052 0.036 -0.056 -0.039
H -1.77697 -0.04118 19.96931 0.042 -0.029 0.079
H 1.86924 -2.31335 23.53038 -0.219 -0.069 0.400
H 4.68970 -0.86230 23.29050 -0.109 -0.046 -0.038
H 1.70470 -3.73189 24.09676 -0.002 0.081 -0.054
H 3.43826 -3.37268 21.69389 -0.055 0.059 -0.144
H 3.08300 1.60946 21.63527 -0.082 0.015 0.072
H -0.74356 -0.97452 20.58752 -0.002 -0.027 0.062
H 2.39785 -3.18129 20.59965 0.058 0.038 0.268
H 3.50911 2.70926 20.66898 -0.013 -0.059 0.044
H 3.88524 -1.01325 22.00189 0.085 -0.006 0.231
```
Forces are in eV/Å.

Summary:
Orbital gap in eV: 9.8892
Calculated total energy in a.u.: -918.958615
HOMO energy in eV: -6.3862
Energy above the lowest of the compared OMol25 structures with the same formula, charge and spin in kcal/mol: 4.60
E_LUMO in Eh: 0.12873
F_max in Eh/bohr: 0.009
Net charge: -1

=====

Entry from the Open Molecules 2025 dataset: a structure of composition ClH12O6 at a distorted geometry (ωB97M-V with the def2-TZVPD basis set).

Geometry as XYZ:
```
19
Properties=species:S:1:pos:R:3:forces:R:3
Cl 0.16182 0.01783 0.23746 0.337 -6.960 -1.965
O 2.33361 -0.87101 -0.56397 2.958 -1.402 -1.294
O 1.28305 1.66400 1.38522 3.199 3.718 3.524
O -1.64647 -0.53094 1.70847 -3.507 -0.924 3.027
O 0.11209 2.22838 -0.56930 -0.497 4.086 -2.290
O -1.68666 0.02881 -1.43163 -3.107 3.165 -1.530
O -0.55707 -1.91214 -1.24922 0.686 -4.756 -1.227
H -0.74768 2.64629 -0.61784 -0.189 0.291 -0.295
H -1.53706 -1.48175 1.69338 -0.050 -0.171 -0.052
H -1.31387 -0.85276 -1.44048 -1.614 -0.138 -0.427
H 1.42274 1.50948 2.31948 0.221 0.047 0.409
H -1.48943 0.36402 -0.55700 -1.153 0.122 -0.763
H -0.19636 -2.02597 -2.12851 0.261 -0.342 -0.284
H -0.94709 -0.19993 1.14498 -1.421 -0.402 1.373
H 0.75691 0.91898 1.09479 1.631 1.573 2.602
H -0.03766 1.42932 -0.06401 -0.610 2.654 -0.880
H -0.12736 -1.12546 -0.91353 1.345 -0.319 0.272
H 2.72753 -1.26897 0.21236 0.157 -0.062 0.095
H 1.48896 -0.53816 -0.26066 1.351 -0.180 -0.294
```
Forces are in eV/Å.

Summary:
Orbital gap in eV: 9.3127
Calculated total energy in a.u.: -918.594248
HOMO energy in eV: -5.5793
Energy above the lowest of the compared OMol25 structures with the same formula, charge and spin in kcal/mol: 233.24
E_LUMO in Eh: 0.13720
F_max in Eh/bohr: 0.141
Net charge: -1

=====

Entry from the Open Molecules 2025 dataset: a structure of composition ClH14LiO7 (ωB97M-V with the def2-TZVPD basis set).

Geometry as XYZ:
```
23
Properties=species:S:1:pos:R:3:forces:R:3
Cl 0.12484 -0.70650 -0.39730 -0.291 -0.711 -0.185
O 3.38953 -1.23590 1.17438 -0.078 -0.102 -0.083
O -3.44269 0.12221 -0.04081 -0.111 -0.311 -0.115
O -0.06324 -2.26192 2.65272 -0.009 0.060 -0.209
O 1.13168 -0.23987 -3.52055 -0.231 -0.308 0.053
O -1.16209 2.14483 -1.85647 -0.030 -0.240 0.070
O 2.25664 1.90150 1.39505 0.028 0.005 -0.118
O -1.42393 1.82667 1.83913 0.060 -0.089 0.056
Li -0.44864 -2.72120 -1.21657 0.218 0.650 0.175
H -3.72778 0.60376 -0.82526 0.111 0.126 0.122
H -2.57755 -0.23537 -0.26818 0.089 0.142 -0.002
H 0.51850 0.21643 -4.10579 0.085 0.056 0.078
H -0.82113 1.53044 -1.18735 -0.064 0.257 -0.139
H 1.77670 1.07864 1.25247 -0.009 0.130 0.070
H -0.21666 -3.18046 2.41225 0.057 0.062 0.018
H -2.15570 1.71244 2.45480 0.012 0.027 -0.084
H -1.33559 1.59951 -2.62993 0.045 0.036 0.035
H 2.49061 2.20426 0.51108 -0.028 -0.034 0.066
H 2.54385 -1.10448 0.72729 0.108 -0.020 -0.019
H 0.70713 -0.26344 -2.64827 0.188 0.244 -0.108
H 0.18041 -1.79740 1.83595 -0.088 -0.125 0.244
H -1.35175 0.96960 1.40477 -0.041 0.073 0.050
H 3.60686 -2.16375 1.03657 -0.024 0.071 0.026
```
Forces are in eV/Å.

Summary:
Orbital gap in eV: 8.4972
Calculated total energy in a.u.: -1002.836753
HOMO energy in eV: -10.5414
Energy above the lowest of the compared OMol25 structures with the same formula, charge and spin in kcal/mol: 48.39
E_LUMO in Eh: -0.07512
F_max in Eh/bohr: 0.015

=====

Entry from the Open Molecules 2025 dataset: the ion ClH2NO2P with charge -1 at a distorted geometry (ωB97M-V with the def2-TZVPD basis set).

Geometry as XYZ:
```
7
Properties=species:S:1:pos:R:3:forces:R:3
Cl -1.83307 -0.69077 0.41458 -0.799 0.255 0.136
P -0.10194 -0.02252 -0.68778 0.311 -2.857 -1.507
O 0.24790 -1.37077 -1.32435 -0.090 2.711 0.692
O -0.36470 1.28387 -1.32856 -0.273 -0.297 -0.239
N 0.83526 0.29460 0.64870 1.651 -1.576 -1.355
H 0.83823 -0.52745 1.21662 0.093 -0.268 0.608
H 0.37831 1.03304 1.06080 -0.894 2.033 1.664
```
Forces are in eV/Å.

Summary:
Orbital gap in eV: 9.2478
Calculated total energy in a.u.: -1008.176757
HOMO energy in eV: -5.2375
SMILES: N[P@](=O)([O-])Cl
Energy above the lowest of the compared OMol25 structures with the same formula, charge and spin in kcal/mol: 0.00
E_LUMO in Eh: 0.14737
F_max in Eh/bohr: 0.063
Net charge: -1

=====

Entry from the Open Molecules 2025 dataset: a cluster of 2 separate species, ClH2NO2Si in total at a distorted geometry (ωB97M-V with the def2-TZVPD basis set).

Geometry as XYZ:
```
7
Properties=species:S:1:pos:R:3:forces:R:3
Cl -2.25525 1.52892 -0.30060 -0.676 2.572 -0.649
Si -1.61358 -0.23908 0.12526 0.061 -2.809 -1.749
O 2.46009 -0.78337 -0.75656 -1.666 1.129 0.884
O 1.80776 0.87070 0.56879 -0.553 -2.275 -1.897
N 1.64152 -0.08198 -0.20294 2.126 1.215 1.080
H -1.29600 -0.39280 1.45459 0.778 -0.162 2.082
H -0.74454 -0.90239 -0.88855 -0.070 0.331 0.249
```
Forces are in eV/Å.

Summary:
Orbital gap (spin up / spin down) in eV: 10.0950 / 5.2090
Calculated total energy in a.u.: -955.951512
HOMO energy (spin up / spin down) in eV: -10.7932 / -7.5354
Energy above the lowest of the compared OMol25 structures with the same formula, charge and spin in kcal/mol: 80.66
E_LUMO (spin up / spin down) in Eh: -0.02566 / -0.08550
F_max in Eh/bohr: 0.064

=====

Entry from the Open Molecules 2025 dataset: a cluster of 2 separate species, ClH2O in total at a distorted geometry (ωB97M-V with the def2-TZVPD basis set).

Geometry as XYZ:
```
4
Properties=species:S:1:pos:R:3:forces:R:3
Cl 0.41286 -1.35928 -2.05067 0.092 0.071 0.234
O -0.39232 0.72629 0.53720 0.617 -0.347 1.109
H -0.17089 0.55444 1.48043 -0.212 0.127 -1.099
H 0.15034 0.07854 0.03303 -0.497 0.149 -0.244
```
Forces are in eV/Å.

Summary:
Orbital gap in eV: 8.1088
Calculated total energy in a.u.: -536.708409
HOMO energy in eV: -3.7383
Energy above the lowest of the compared OMol25 structures with the same formula, charge and spin in kcal/mol: 4.67
E_LUMO in Eh: 0.16061
F_max in Eh/bohr: 0.026
Net charge: -1